[1]
Density functional theory data (ωB97M-V/def2-TZVPD) for a single C4H7NO molecule.

```
13
Properties=species:S:1:pos:R:3:forces:R:3
C 0.923 -0.508 0.817 -0.089 -0.332 -0.018
O 0.832 0.905 0.885 0.148 0.029 0.013
C 0.059 1.290 -0.239 -0.077 0.148 -0.277
C -0.980 0.191 -0.437 -0.132 0.242 0.116
N -0.586 -1.002 -1.173 0.130 -0.115 -0.196
C -0.429 -0.985 0.278 0.112 -0.093 0.263
H 1.175 -0.898 1.806 -0.124 0.107 -0.116
H 1.724 -0.794 0.113 -0.074 -0.015 0.126
H -0.376 2.271 -0.035 0.005 -0.134 -0.014
H 0.709 1.369 -1.131 -0.149 0.020 0.148
H -2.037 0.442 -0.467 0.202 -0.055 0.035
H 0.314 -0.874 -1.635 -0.115 0.028 0.082
H -1.035 -1.689 0.846 0.163 0.169 -0.163
```
Positions in Å, forces in eV/Å.

Computed properties:
- HOMO (eV) = -9.60
- max |F| (eV/A) = 0.344
- relative energy (zero: lowest compared OMol25 entry of this formula, charge and spin) (kJ/mol) = 217.9
- spin multiplicity = 1
- E (eV) = -7797.3863
- structure (SMILES) = C1OC[C@H]2N[C@@H]12
- HOMO-LUMO gap (eV) = 10.71

[2]
Density functional theory data (ωB97M-V/def2-TZVPD) for a single C4H7NO molecule.

```
13
Properties=species:S:1:pos:R:3:forces:R:3
C -1.632 -0.534 0.172 0.375 -0.546 -0.019
C -0.265 -0.118 -0.371 1.274 -1.970 -0.095
C 0.360 1.030 0.331 -1.027 0.067 -0.352
O 1.708 1.013 -0.059 0.642 -1.986 -0.143
C 2.000 -0.477 -0.257 -1.331 2.470 0.406
N 1.015 -1.251 -0.378 -0.881 2.227 0.404
H -1.627 -1.615 0.098 -0.412 -0.321 0.148
H -2.507 -0.164 -0.389 0.654 0.007 0.002
H -1.775 -0.256 1.226 0.222 -0.107 -0.290
H -0.287 0.103 -1.443 -0.168 -0.115 0.157
H 0.214 1.057 1.428 0.244 -0.277 -0.401
H -0.317 1.778 -0.118 1.154 1.001 0.323
H 3.096 -0.570 -0.247 -0.747 -0.450 -0.140
```
Positions in Å, forces in eV/Å.

Computed properties:
- HOMO (eV) = -10.05
- max |F| (eV/A) = 2.835
- relative energy (zero: lowest compared OMol25 entry of this formula, charge and spin) (kJ/mol) = 232.0
- spin multiplicity = 1
- E (eV) = -7797.2403
- structure (SMILES) = C[C@H]1COC=N1
- HOMO-LUMO gap (eV) = 11.14